(1)
Below is a molecular structure, C41H37Cl2N4O5RuS, with properties calculated with ωB97M-V/def2-TZVPD.

Results
ΔE to the lowest compared entry with this formula, charge and spin (kJ/mol): 169.0
LUMO energy (alpha / beta) (eV): -7.5 / -7.1
Kohn-Sham gap (alpha / beta) (eV): 4.772 / 5.209
<S²>: 0.77

Structure (ORCA input):
```
! wB97M-V def2-TZVPD RIJCOSX def2/J DEFGRID3
* xyz 2 2
Ru -0.53 -0.47 0.53
C -0.72 0.40 5.16
O -2.04 0.05 4.67
C -1.92 -0.11 3.37
N -0.79 0.12 2.81
C 0.16 0.49 3.88
C 1.36 -0.41 3.98
C 2.52 0.09 4.55
C 3.63 -0.73 4.74
C 3.58 -2.05 4.35
C 2.42 -2.56 3.77
C 1.32 -1.74 3.59
C -3.07 -0.58 2.58
C -4.35 -0.77 3.08
C -5.32 -1.24 2.21
C -4.99 -1.52 0.89
C -3.68 -1.29 0.49
N -2.75 -0.83 1.31
C -3.14 -1.64 -0.83
N -1.92 -1.44 -1.13
C -1.67 -2.15 -2.40
C -3.08 -2.62 -2.82
O -3.92 -2.29 -1.68
C -0.97 -1.38 -3.49
C -0.81 -2.00 -4.73
C -0.14 -1.35 -5.76
C 0.37 -0.07 -5.56
C 0.22 0.54 -4.33
C -0.46 -0.10 -3.30
H -0.39 -0.40 5.82
H -0.80 1.34 5.71
H 0.48 1.52 3.69
H 2.57 1.13 4.86
H 4.52 -0.33 5.20
H 4.43 -2.70 4.50
H 2.38 -3.60 3.46
H 0.42 -2.15 3.13
H -4.56 -0.57 4.12
H -6.33 -1.40 2.56
H -5.71 -1.90 0.18
H -1.04 -3.01 -2.14
H -3.16 -3.69 -2.99
H -3.46 -2.08 -3.69
H -1.19 -3.00 -4.89
H -0.02 -1.84 -6.72
H 0.89 0.43 -6.36
H 0.63 1.53 -4.16
H -0.57 0.38 -2.34
O 0.42 -2.37 0.11
S 1.84 -2.92 0.05
C 2.74 -1.93 -1.19
C 3.20 -2.89 -2.28
C 2.05 -3.86 -2.47
C 1.72 -4.35 -1.07
H 3.54 -1.39 -0.68
H 1.99 -1.23 -1.56
H 4.10 -3.42 -1.97
H 3.45 -2.34 -3.20
H 2.30 -4.69 -3.13
H 1.19 -3.34 -2.90
H 2.47 -5.06 -0.71
H 0.73 -4.79 -0.93
Cl -1.43 2.07 0.60
C -1.54 2.76 -0.99
C -2.69 2.51 -1.70
C -2.80 2.94 -3.02
C -1.75 3.61 -3.63
C -0.59 3.85 -2.92
Cl 0.72 4.65 -3.68
C -0.45 3.45 -1.57
N 0.75 3.63 -0.97
C 1.05 3.82 0.38
C 0.28 4.71 1.14
C 0.64 4.97 2.44
C 1.75 4.34 3.00
C 2.49 3.42 2.25
C 2.16 3.15 0.94
C 2.81 2.02 0.19
C 1.73 0.94 0.12
O 0.95 0.92 -0.86
O 1.57 0.18 1.10
H -3.49 1.95 -1.23
H -3.70 2.74 -3.58
H -1.82 3.94 -4.66
H 1.54 3.69 -1.61
H -0.55 5.23 0.67
H 0.06 5.68 3.03
H 2.04 4.55 4.02
H 3.33 2.91 2.70
H 3.67 1.65 0.74
H 3.11 2.28 -0.83
*
```

Results of the Mulliken charge analysis, in e, for atoms 1 through 4: Ru 3.3015; C -0.4418; O -0.4617; C -0.3176

(2)
Below is 10 unconnected molecules or ions with the total composition C34H85N3O10, with properties calculated with ωB97M-V/def2-TZVPD.

Results
LUMO energy (alpha / beta) (eV): -3.2 / -7.0
Kohn-Sham gap (alpha / beta) (eV): 6.663 / 2.957
<S²>: 0.75

Structure (ORCA input):
```
! wB97M-V def2-TZVPD RIJCOSX def2/J DEFGRID3
* xyz 1 2
C 2.53 -2.26 -1.94
C 2.97 -0.89 -2.51
C 4.48 -0.99 -2.80
C 4.82 -1.83 -4.03
C 4.00 -1.25 -5.19
C 2.47 -1.13 -4.98
N 2.17 -0.49 -3.68
O 0.84 -0.35 -3.39
C 1.95 -0.19 -6.10
C 1.85 -2.55 -5.13
C 2.86 0.14 -1.39
H 2.76 -3.16 -2.53
H 1.47 -2.34 -1.72
H 2.98 -2.35 -0.95
H 4.90 0.00 -2.98
H 5.07 -1.37 -1.96
H 4.66 -2.89 -3.87
H 5.86 -1.77 -4.34
H 4.21 -1.80 -6.11
H 4.43 -0.27 -5.36
H 2.13 0.88 -5.99
H 2.39 -0.49 -7.05
H 0.87 -0.28 -6.19
H 2.41 -3.35 -4.64
H 0.80 -2.60 -4.85
H 1.91 -2.94 -6.15
H 1.92 0.00 -0.86
H 2.79 1.15 -1.79
H 3.62 0.02 -0.62
H 0.45 -1.23 -3.38
C -3.21 -2.79 5.54
C -1.91 -3.36 5.01
C -2.19 -4.71 4.32
C -1.19 -5.13 3.23
C -1.09 -4.03 2.18
C -0.76 -2.58 2.72
N -1.48 -2.33 3.97
O -1.20 -1.08 4.48
C 0.76 -2.39 2.96
C -1.19 -1.62 1.59
C -0.82 -3.56 6.08
H -4.07 -2.75 4.87
H -3.12 -1.81 6.02
H -3.52 -3.46 6.34
H -2.22 -5.47 5.10
H -3.23 -4.75 4.00
H -1.49 -6.06 2.75
H -0.26 -5.36 3.75
H -2.07 -3.92 1.73
H -0.42 -4.34 1.38
H 1.04 -1.42 3.36
H 1.07 -3.11 3.72
H 1.41 -2.66 2.13
H -0.55 -1.67 0.71
H -2.22 -1.76 1.26
H -1.14 -0.59 1.95
H 0.14 -3.96 5.78
H -1.14 -4.24 6.87
H -0.53 -2.61 6.52
H -2.04 -0.65 4.30
C 1.25 3.46 0.41
C 1.10 3.95 1.87
C 0.16 2.98 2.67
C 0.86 1.65 2.96
C 2.08 1.93 3.84
C 3.08 2.93 3.15
N 2.36 4.08 2.61
O 3.12 5.09 2.12
C 3.99 3.40 4.31
C 3.91 2.09 2.17
C 0.33 5.32 1.86
H 1.92 4.08 -0.18
H 0.32 3.53 -0.15
H 1.66 2.45 0.28
H -0.16 3.46 3.60
H -0.69 2.65 2.09
H 1.21 1.26 2.01
H 0.26 0.82 3.33
H 2.64 1.03 4.07
H 1.71 2.22 4.82
H 4.88 3.96 4.02
H 3.63 4.18 4.97
H 4.32 2.63 5.01
H 4.72 2.71 1.80
H 4.45 1.31 2.70
H 3.36 1.62 1.36
H 0.94 6.08 1.39
H 0.19 5.72 2.87
H -0.64 5.24 1.37
H 3.45 4.67 1.33
C 0.60 2.99 -3.97
O 1.89 2.38 -3.95
H -0.12 2.48 -3.33
H 0.59 4.07 -3.81
H 0.15 2.86 -4.95
H 1.79 1.44 -3.82
C -3.49 4.52 -0.60
O -2.77 4.36 -1.84
H -2.74 4.46 0.19
H -4.00 5.48 -0.64
H -4.22 3.71 -0.57
H -2.47 3.45 -1.82
C -4.73 -0.81 -1.73
O -5.93 -1.49 -1.64
H -4.12 -1.47 -2.35
H -4.79 0.14 -2.26
H -4.31 -0.67 -0.73
H -5.76 -2.39 -1.33
C -2.75 0.87 -4.85
O -3.55 -0.24 -5.18
H -3.30 1.66 -4.34
H -1.89 0.69 -4.21
H -2.29 1.27 -5.75
H -4.24 0.11 -5.75
C -1.38 -3.43 -1.76
O -1.14 -2.21 -2.45
H -1.02 -3.46 -0.73
H -2.46 -3.58 -1.74
H -0.97 -4.30 -2.28
H -1.55 -2.25 -3.31
C -1.35 0.75 -1.00
O -2.42 1.66 -1.14
H -0.59 0.81 -1.77
H -0.81 0.86 -0.06
H -1.78 -0.26 -0.96
H -2.87 1.65 -0.29
C -4.86 1.50 1.53
O -3.50 1.37 1.58
H -5.21 2.12 2.36
H -5.20 1.89 0.57
H -5.32 0.52 1.58
H -3.40 0.74 2.29
*
```

Results of the Mulliken charge analysis, in e, for atoms 1 through 4: C -1.7193; C 1.7396; C -1.4251; C -0.7352